Molecular formula: C11H10N2O4Sc
Method: DFT, the ωB97M-V functional and the def2-TZVPD basis

As for the strongest force on any atom: 7.39 eV/Å. The calculation puts the energy relative to the best compared isomer or geometry (same formula, charge and spin) at 0.783 eV. The net charge is +3. Its total energy is -1595.14758 a.u.

Positions of all 28 atoms, in Å:
Sc  -0.508  1.219  -0.310
O  -1.861  -1.580  -1.856
C  -1.309  -0.802  -1.259
C  1.294  1.009  1.256
O  2.094  1.212  2.023
C  -1.353  -0.050  1.482
O  -1.949  -0.474  2.400
C  1.284  0.314  -1.540
O  2.122  0.082  -2.330
C  -1.717  2.941  -1.200
H  -1.482  2.753  -2.248
H  -2.695  2.585  -0.868
C  -0.874  3.556  -0.392
H  -1.108  3.738  0.655
H  0.096  3.899  -0.740
N  2.239  -5.147  1.380
C  1.706  -3.921  1.037
C  1.323  -2.947  1.947
C  0.795  -1.677  1.625
N  0.568  -1.273  0.343
C  0.923  -2.210  -0.585
C  1.476  -3.454  -0.241
H  2.397  -5.453  2.297
H  2.521  -5.836  0.696
H  1.459  -3.191  2.966
H  0.568  -1.012  2.473
H  0.791  -2.010  -1.661
H  1.753  -4.118  -1.022



Molecular formula: C11H10N2OS
Method: DFT, the ωB97M-V functional and the def2-TZVPD basis

As for the strongest force on any atom: 3.94 eV/Å. The calculation puts the energy relative to the best compared isomer or geometry (same formula, charge and spin) at 4.444 eV. As for the SMILES: O=C=C1C=CC([C@H]2C=N/C(=C/S)N2)C=C1. Its total energy is -1007.96173 a.u.

Positions of all 25 atoms, in Å:
O  -3.430  -2.331  -0.589
C  -2.261  -2.116  -0.577
C  -1.038  -1.695  -0.357
C  -0.056  -1.331  -1.427
C  1.149  -0.795  -1.154
C  1.604  -0.542  0.222
C  1.115  0.973  0.648
C  1.143  1.815  -0.583
N  0.004  2.043  -1.087
C  -0.902  1.529  -0.204
C  -2.205  1.522  -0.508
S  -3.409  0.969  0.604
N  -0.300  1.024  1.018
C  0.932  -1.589  1.097
C  -0.376  -1.896  0.921
H  -0.449  -1.682  -2.445
H  1.819  -0.595  -1.921
H  2.596  -0.383  0.439
H  1.680  1.276  1.426
H  2.116  2.177  -1.042
H  -2.369  1.805  -1.481
H  -4.205  0.405  -0.322
H  -0.842  0.228  1.301
H  1.604  -1.808  1.988
H  -0.730  -2.486  1.771



Molecular formula: C11H10O2
Method: DFT, the ωB97M-V functional and the def2-TZVPD basis

As for the strongest force on any atom: 3.67 eV/Å. The calculation puts the energy relative to the best compared isomer or geometry (same formula, charge and spin) at 4.038 eV. Its total energy is -575.48326 a.u.

Positions of all 23 atoms, in Å:
C  1.551  -2.271  1.177
C  1.359  -2.905  -0.085
C  1.069  -0.993  1.404
C  0.623  -2.250  -1.038
C  0.314  -0.201  0.421
C  0.022  -0.938  -0.799
C  -1.838  1.429  -1.231
C  -0.412  1.829  -0.680
C  -1.874  0.209  -1.998
C  -0.013  1.103  0.622
C  -0.118  2.018  1.732
O  -2.810  2.140  -1.064
O  -0.767  -0.701  -1.855
H  2.034  -2.837  1.981
H  1.794  -3.984  -0.060
H  1.427  -0.549  2.277
H  0.483  -2.516  -2.067
H  0.468  1.503  -1.347
H  -0.427  2.983  -0.562
H  -2.355  -0.160  -2.968
H  0.163  3.045  1.425
H  0.510  1.887  2.601
H  -1.203  2.160  2.112



Molecular formula: C11H10S2
Method: DFT, the ωB97M-V functional and the def2-TZVPD basis

As for the strongest force on any atom: 4.46 eV/Å. The calculation puts the energy relative to the best compared isomer or geometry (same formula, charge and spin) at 3.122 eV. As for the SMILES: C1=C(c2cccs2)C1.c1ccsc1. Its total energy is -1221.38800 a.u.

Positions of all 23 atoms, in Å:
C  -0.826  -1.842  2.243
C  -1.241  -1.352  1.133
C  -1.774  -0.279  0.511
C  -1.732  -0.062  -0.827
C  -2.353  1.151  -1.290
C  -2.841  1.857  -0.243
S  -2.658  1.071  1.263
C  -0.694  -2.696  1.053
H  -0.271  -1.810  3.159
H  -1.351  -0.845  -1.455
H  -2.542  1.388  -2.358
H  -3.542  2.709  -0.323
H  0.195  -2.804  0.454
H  -1.344  -3.472  0.837
C  2.593  1.141  -0.702
C  1.609  2.110  -0.277
C  1.153  1.998  1.027
S  1.985  0.708  1.802
C  2.858  0.281  0.343
H  2.973  1.127  -1.671
H  1.240  2.802  -0.908
H  0.471  2.614  1.559
H  3.746  -0.371  0.330



Molecular formula: C11H11BrO2Y
Method: DFT, the ωB97M-V functional and the def2-TZVPD basis

As for the strongest force on any atom: 4.40 eV/Å. The net charge is -1. Its total energy is -3188.80552 a.u.

Positions of all 26 atoms, in Å:
C  1.147  1.966  -0.114
C  2.052  1.229  0.712
C  2.517  0.105  -0.033
H  2.354  1.497  1.724
C  1.904  0.138  -1.320
C  1.076  1.300  -1.377
H  0.572  1.673  -2.265
H  0.665  2.901  0.158
H  3.272  -0.612  0.295
H  2.102  -0.539  -2.152
Y  -0.341  -0.162  0.471
Br  -0.679  0.823  2.908
C  -2.277  -1.241  -0.666
C  -1.703  -0.292  -1.570
C  -1.902  1.012  -1.017
H  -1.271  -0.522  -2.541
C  -2.577  0.873  0.235
C  -2.806  -0.522  0.457
H  -3.354  -0.958  1.296
H  -2.400  -2.306  -0.864
H  -1.638  1.957  -1.489
H  -2.903  1.688  0.879
O  2.044  -3.648  1.778
C  1.572  -2.533  1.579
O  0.605  -2.174  0.767
H  1.969  -1.656  2.148



Molecular formula: C11H11BrO4
Method: DFT, the ωB97M-V functional and the def2-TZVPD basis

As for the strongest force on any atom: 17.87 eV/Å. Its total energy is -3300.42052 a.u.

Positions of all 27 atoms, in Å:
O  5.243  0.004  -2.224
C  4.120  0.704  -2.325
O  3.454  0.859  -3.519
H  3.982  0.510  -4.256
C  3.499  1.562  -1.269
H  4.311  1.387  -0.293
H  3.469  2.443  -1.307
C  2.244  0.587  -1.011
C  2.682  -0.888  -0.899
O  2.418  -1.679  -1.613
O  3.385  -1.360  0.259
H  3.702  -2.140  0.168
H  1.537  0.873  -1.763
C  1.618  1.003  0.406
C  0.154  0.766  0.489
C  -0.241  -0.463  0.161
C  -1.680  -0.653  0.412
C  -2.396  0.077  1.145
C  -2.075  1.131  1.561
C  -0.556  1.451  1.444
H  -0.207  2.479  1.694
H  -2.407  1.727  2.268
Br  -4.273  -0.525  1.402
H  -1.977  -1.793  -0.008
H  0.136  -1.197  -0.801
H  2.134  0.725  1.265
H  1.699  2.363  0.448



Molecular formula: C11H11F9N8O7S3V
Method: DFT, the ωB97M-V functional and the def2-TZVPD basis

As for the strongest force on any atom: 0.72 eV/Å. The calculation puts the energy relative to the best compared isomer or geometry (same formula, charge and spin) at 0.000 eV. The net charge is +3. Its total energy is -4426.85557 a.u.

Positions of all 50 atoms, in Å:
V  -0.105  -0.110  -0.222
N  2.717  -1.718  0.398
C  2.597  -0.588  1.082
N  3.605  -0.165  1.797
C  3.402  0.863  2.622
N  4.401  1.396  3.268
N  2.142  1.383  2.881
C  1.212  0.996  2.101
N  1.381  0.124  1.011
C  -0.172  1.470  2.259
C  -0.620  2.203  3.336
C  -1.972  2.537  3.387
C  -2.812  2.131  2.361
C  -2.287  1.408  1.302
N  -0.986  1.086  1.259
H  3.587  -2.222  0.513
H  1.922  -2.221  0.040
H  5.340  1.046  3.133
H  4.244  2.140  3.935
H  0.073  2.490  4.115
H  -2.361  3.104  4.222
H  -3.868  2.366  2.371
H  -2.912  1.074  0.483
F  -1.739  -5.086  0.953
C  -0.862  -4.199  1.335
F  -0.463  -4.385  2.564
F  0.173  -4.166  0.501
S  -1.707  -2.508  1.272
O  -0.506  -1.599  0.954
O  -2.328  -2.210  2.501
N  -2.692  -2.517  0.049
S  -2.140  -2.119  -1.347
O  -1.604  -0.650  -1.161
O  -1.130  -2.923  -1.930
C  -3.692  -1.895  -2.453
F  -4.643  -2.602  -1.922
F  -3.337  -2.319  -3.629
F  -3.972  -0.611  -2.454
N  -0.259  1.736  -1.223
H  -0.061  2.526  -0.609
H  -1.207  1.875  -1.582
H  0.372  1.816  -2.027
F  2.157  -2.867  -2.718
C  2.630  -1.787  -3.294
F  3.655  -1.304  -2.645
F  2.866  -1.957  -4.555
S  1.238  -0.484  -3.183
O  1.719  0.844  -3.285
O  0.029  -0.952  -3.735
O  0.955  -0.628  -1.427



Molecular formula: C11H11HgNO2
Method: DFT, the ωB97M-V functional and the def2-TZVPD basis

As for the strongest force on any atom: 2.99 eV/Å. The calculation puts the energy relative to the best compared isomer or geometry (same formula, charge and spin) at 1.201 eV. Its total energy is -784.32234 a.u.

Positions of all 26 atoms, in Å:
Hg  -1.017  -0.374  0.173
C  -3.073  -0.270  0.779
H  -3.203  0.527  1.513
H  -3.733  -0.095  -0.074
H  -3.417  -1.217  1.236
H  -0.192  -1.802  -0.489
H  0.383  -1.331  -0.731
O  -0.519  3.953  1.450
C  -0.305  2.791  1.048
O  -1.089  1.776  1.071
C  1.067  2.563  0.466
C  2.060  3.575  0.434
C  3.289  3.278  -0.084
C  3.556  1.979  -0.574
C  4.798  1.578  -1.106
C  4.992  0.287  -1.562
C  3.949  -0.656  -1.508
C  2.726  -0.291  -0.998
C  2.480  1.006  -0.519
N  1.269  1.344  -0.009
H  1.797  4.557  0.826
H  4.081  4.017  -0.129
H  5.584  2.335  -1.136
H  5.961  -0.003  -1.966
H  4.093  -1.675  -1.864
H  1.908  -1.012  -0.946



What did the first record say?
Molecular formula: C11H10N2O4Sc
Method: DFT, the ωB97M-V functional and the def2-TZVPD basis

As for the strongest force on any atom: 7.39 eV/Å. The calculation puts the energy relative to the best compared isomer or geometry (same formula, charge and spin) at 0.783 eV. The net charge is +3. Its total energy is -1595.14758 a.u.

Positions of all 28 atoms, in Å:
Sc  -0.508  1.219  -0.310
O  -1.861  -1.580  -1.856
C  -1.309  -0.802  -1.259
C  1.294  1.009  1.256
O  2.094  1.212  2.023
C  -1.353  -0.050  1.482
O  -1.949  -0.474  2.400
C  1.284  0.314  -1.540
O  2.122  0.082  -2.330
C  -1.717  2.941  -1.200
H  -1.482  2.753  -2.248
H  -2.695  2.585  -0.868
C  -0.874  3.556  -0.392
H  -1.108  3.738  0.655
H  0.096  3.899  -0.740
N  2.239  -5.147  1.380
C  1.706  -3.921  1.037
C  1.323  -2.947  1.947
C  0.795  -1.677  1.625
N  0.568  -1.273  0.343
C  0.923  -2.210  -0.585
C  1.476  -3.454  -0.241
H  2.397  -5.453  2.297
H  2.521  -5.836  0.696
H  1.459  -3.191  2.966
H  0.568  -1.012  2.473
H  0.791  -2.010  -1.661
H  1.753  -4.118  -1.022



- What is the strongest force on any atom in the fifth record?
  4.40 eV/Å



- What is the formula in the first record?
  C11H10N2O4Sc